ORCA calculation (ωB97M-V/def2-TZVPD) on the molecule C5H8N2OS in a non-equilibrium geometry.

- maximum force (eV/Å) = 4.17
- SMILES = Cc1cc(=O)n(CS)[nH]1
- lowest unoccupied orbital energy (eV) = 0.5
- E_HOMO (eV) = -8.42
- energy above the lowest of the compared OMol25 structures with the same formula, charge and spin (eV) = 3.3059
- 2S+1 = 1

```
17
Properties=species:S:1:pos:R:3:nbo_charge:R:1
C 2.72306 0.25698 -0.29824 -0.657
C 1.29459 -0.09826 -0.20058 0.204
C 0.75111 -1.33390 -0.41587 -0.412
C -0.66748 -1.09213 -0.21016 0.587
O -1.57765 -1.84343 -0.41191 -0.667
N -0.80792 0.09971 0.37745 -0.246
C -2.30597 0.76612 0.71078 -0.326
S -3.38914 0.43530 -0.63313 -0.123
N 0.40241 0.74336 0.30561 -0.380
H 2.99622 0.86638 0.64030 0.219
H 2.98411 1.11467 -1.02147 0.238
H 3.29420 -0.71372 -0.39872 0.248
H 1.34799 -2.14436 -0.79726 0.236
H -2.26170 1.81704 0.85694 0.215
H -2.55473 0.37633 1.63522 0.204
H -2.81361 -0.89898 -0.79365 0.252
H 0.58449 1.64890 0.65465 0.409
```